Record 1
Molecular formula: C41H33N4OP2PdSe2
Method: DFT, ωB97M-V with the def2-TZVPD basis set

Summary:
<S²>: 2.0257
Charge: -1
Energy: -203811.2184 eV
Frontier orbital gap (alpha / beta): 0.1795 / 0.2592 hartree
Spin multiplicity: 3
HOMO level (alpha / beta): -0.094 / -0.174 hartree

Each line ends with the Mulliken charge.
Element x y z (Å)
Pd -2.77636 -0.70728 -1.61005  -0.042
Se 4.10074 -3.69288 -1.32835  -0.427
P 3.16584 -1.99008 -0.54005  -0.036
C 3.42584 -1.98158 1.27115  0.764
C 3.01624 -3.11248 1.97115  -0.705
C 3.28264 -3.23508 3.32185  -0.769
C 3.96584 -2.23178 3.98865  -0.726
C 4.40904 -1.12248 3.28735  -0.694
C 4.15214 -0.99908 1.93345  -0.134
C 3.85144 -0.39678 -1.09475  0.408
C 4.86524 -0.33548 -2.03895  -0.784
C 5.39204 0.89302 -2.39925  -0.632
C 4.92214 2.05262 -1.80505  -0.633
C 3.89734 1.99032 -0.87265  -0.741
C 3.34264 0.77192 -0.53485  0.194
C 1.45344 -1.80338 -1.01345  0.905
C 0.09774 -1.74258 -0.66675  -0.253
N -0.54926 -1.47298 -1.82945  0.648
N 0.31954 -1.40148 -2.79535  -1.398
N 1.52054 -1.59478 -2.34205  -0.098
P -0.85686 -1.67828 0.84765  0.902
Se -2.98116 -1.81378 0.61775  -0.655
C -0.38116 -0.10508 1.59895  0.363
C 0.75304 -0.01938 2.40785  0.729
C 1.12494 1.20202 2.92715  -0.919
C 0.38974 2.34332 2.63805  -0.906
C -0.71596 2.26472 1.79835  -0.597
C -1.09326 1.04782 1.27065  -0.273
C -0.29876 -3.03248 1.90385  0.354
C -0.06476 -4.26348 1.28975  -0.668
C 0.28114 -5.35838 2.05675  -0.399
C 0.38514 -5.24198 3.43565  -0.429
C 0.09384 -4.03038 4.05045  -0.798
C -0.26516 -2.93488 3.29275  -0.197
H 2.50134 -3.90518 1.44695  0.735
H 2.96284 -4.12028 3.85045  0.525
H 4.15294 -2.31138 5.05105  0.407
H 4.96854 -0.34678 3.79205  0.438
H 4.51964 -0.13418 1.39985  0.444
H 5.22604 -1.25198 -2.48665  0.295
H 6.17534 0.94782 -3.14185  0.399
H 5.34354 3.01042 -2.07655  0.379
H 3.52564 2.89182 -0.40955  0.550
H 2.51834 0.72222 0.16695  0.192
H 1.32624 -0.90858 2.62815  0.018
H 1.99204 1.25682 3.56955  0.505
H 0.68834 3.29542 3.05145  0.383
H -1.28386 3.15362 1.56535  0.465
H -1.95646 0.98112 0.60395  0.014
H -0.14556 -4.34768 0.21235  0.469
H 0.48274 -6.30358 1.57425  0.397
H 0.69334 -6.08978 4.03105  0.416
H 0.15194 -3.94148 5.12595  0.413
H -0.51706 -1.99928 3.77175  0.500
N -3.08526 0.72642 -2.94745  -1.312
C -2.81576 1.80542 -2.30305  -0.538
C -3.99386 2.56022 -1.79025  0.668
C -4.86086 1.93712 -0.89735  -0.156
C -6.01006 2.58122 -0.48425  -1.069
C -6.30606 3.85032 -0.95975  -0.438
C -5.45076 4.47092 -1.85725  -0.773
C -4.30196 3.82932 -2.27405  0.205
C -1.49686 2.41272 -2.16545  1.655
C -1.30876 3.53182 -1.33985  -0.372
C -0.06066 4.10112 -1.21105  -0.942
C 1.02424 3.57382 -1.89405  -0.408
C 0.85644 2.45223 -2.69805  -0.724
C -0.38646 1.87492 -2.83945  -0.642
H -4.60676 0.93472 -0.52875  0.545
H -6.68006 2.09362 0.20775  0.405
H -7.20856 4.35142 -0.64155  0.375
H -5.68446 5.45842 -2.23435  0.384
H -3.64146 4.29782 -2.98895  0.474
H -2.14996 3.95272 -0.80415  0.522
H 0.07274 4.96732 -0.57445  0.352
H 1.99474 4.03962 -1.80505  0.593
H 1.71324 2.04142 -3.21505  0.289
H -0.52486 1.00972 -3.47735  0.534
C -5.44496 -1.31258 -2.91505  -1.107
C -4.12816 -1.89868 -2.47085  0.966
O -3.80396 -3.04618 -2.59045  -0.560
H -6.09186 -2.09188 -3.32695  0.367
H -5.23096 -0.55088 -3.66345  0.239
H -5.93916 -0.82118 -2.07475  0.170

---

Record 2
Molecular formula: C24H24N4O4
Method: DFT, ωB97M-V with the def2-TZVPD basis set

Summary:
Structure (SMILES): CC(C)Oc1ccc(-c2nc(-c3cccc4c3CC[C@@H]4NCCC(=O)O)no2)cc1C#N
Energy: -39427.9171 eV
Energy relative to the best compared isomer or geometry (same formula, charge and spin): 55.11 kcal/mol
Frontier orbital gap: 0.3198 hartree
HOMO level: -0.319 hartree

Each line ends with the Mulliken charge.
Element x y z (Å)
C -0.11363 7.51179 2.20187  -1.252
C 1.13883 6.85362 2.77493  0.425
C 2.32386 7.81270 2.76611  -1.534
O 1.53166 5.74250 1.96796  -0.494
C 0.94347 4.54232 2.03205  0.735
C 1.43083 3.61831 1.09145  -0.487
C 0.95772 2.33400 1.02396  -0.997
C -0.04066 1.90924 1.90928  0.016
C -0.53665 0.55637 1.83158  0.599
N -0.14804 -0.36689 0.99883  -0.340
C -0.91758 -1.44292 1.33788  0.927
C -0.85124 -2.73038 0.67875  0.106
C -1.73805 -3.74270 1.06003  -1.088
C -1.71024 -4.97619 0.44126  -0.835
C -0.79799 -5.23534 -0.57451  -0.653
C 0.08574 -4.24172 -0.94521  -0.477
C 0.06949 -2.99391 -0.33108  0.930
C 1.10885 -2.08949 -0.91402  -0.831
C 1.95163 -3.00708 -1.81420  -1.111
C 1.12972 -4.30694 -2.02844  0.030
N 0.50980 -4.46540 -3.33581  -0.361
C -0.44772 -3.43785 -3.70184  -0.151
C -1.05955 -3.77465 -5.06003  -1.112
C -0.08103 -3.58659 -6.18968  0.637
O 1.08952 -3.33505 -6.08031  -0.582
O -0.67077 -3.73556 -7.38280  -0.446
N -1.73454 -1.17850 2.33055  -0.670
O -1.49696 0.11678 2.66104  -0.108
C -0.53749 2.79858 2.84720  -0.723
C -0.06020 4.11102 2.92205  1.100
C -0.66429 4.90045 3.92761  -0.454
N -1.22079 5.45641 4.76381  -0.548
H -0.94303 6.80946 2.16485  0.367
H -0.40450 8.34950 2.82830  0.372
H 0.08674 7.87020 1.19463  0.386
H 0.95369 6.51560 3.80128  0.322
H 2.53191 8.13324 1.74876  0.349
H 3.20799 7.32080 3.16284  0.383
H 2.09829 8.68191 3.37600  0.413
H 2.20009 3.96446 0.41938  0.457
H 1.33896 1.63543 0.29687  0.582
H -2.44436 -3.53227 1.84763  0.553
H -2.40427 -5.74421 0.74850  0.404
H -0.77724 -6.19327 -1.07119  0.543
H 0.62391 -1.28963 -1.47797  0.261
H 1.70263 -1.61287 -0.13472  0.485
H 2.89065 -3.25276 -1.31827  0.354
H 2.19219 -2.54032 -2.76909  0.337
H 1.76554 -5.19031 -1.89936  0.579
H 1.23602 -4.49940 -4.04557  0.317
H -0.00391 -2.43031 -3.75494  0.171
H -1.23492 -3.42564 -2.94315  0.455
H -1.37934 -4.81868 -5.06913  0.332
H -1.93446 -3.15528 -5.26197  0.397
H -0.02499 -3.62296 -8.09835  0.345
H -1.30712 2.48332 3.53635  0.585

---

Record 3
Molecular formula: C4H9NO
Method: DFT, ωB97M-V with the def2-TZVPD basis set

Summary:
Structure (SMILES): CC[C@H](N)C=O
Energy: -7830.3978 eV
Energy relative to the best compared isomer or geometry (same formula, charge and spin): 44.33 kcal/mol
Frontier orbital gap: 0.3766 hartree
HOMO level: -0.337 hartree

Each line ends with the Mulliken charge.
Element x y z (Å)
C -0.97315 0.61033 1.56029  -1.057
C -0.45285 -0.44469 0.58565  -0.619
C 0.63533 0.06742 -0.37766  0.455
N 0.11207 0.91380 -1.42982  -0.469
C 1.28001 -1.15828 -1.02192  -0.247
O 2.30409 -1.66671 -0.68898  -0.436
H -0.40700 0.43755 2.49322  0.259
H -0.68807 1.59178 1.18922  0.302
H -2.00596 0.49813 1.86990  0.339
H -0.16850 -1.44111 0.96901  0.412
H -1.36993 -0.82153 0.09723  0.263
H 1.40088 0.58954 0.20000  0.224
H -0.00142 0.56827 -2.35979  0.152
H -0.45214 1.65419 -1.07813  0.180
H 0.78662 -1.39867 -2.00821  0.242

---

Record 4
Molecular formula: C23H24IrN6OS2Si
Method: DFT, ωB97M-V with the def2-TZVPD basis set

Summary:
<S²>: 0.8023
Charge: +2
Energy: -67602.0546 eV
Energy relative to the best compared isomer or geometry (same formula, charge and spin): 91.75 kcal/mol
Frontier orbital gap (alpha / beta): 0.2329 / 0.2045 hartree
Spin multiplicity: 2
HOMO level (alpha / beta): -0.514 / -0.511 hartree

Each line ends with the Mulliken charge.
Element x y z (Å)
Ir 0.69220 -0.89656 0.86170  1.072
N 2.85770 -2.78556 4.14320  -0.395
C 1.95690 -2.30036 3.29930  0.751
O 2.27090 -1.41236 2.49200  -0.678
C 0.57000 -2.90286 3.33060  -0.798
C -0.43420 -2.10246 2.51820  -0.873
H 3.79680 -2.41216 4.13370  0.273
H 2.63150 -3.46516 4.85040  0.211
H 0.24930 -2.97736 4.37530  0.460
H 0.64270 -3.92706 2.95190  0.429
H -0.86460 -1.28746 3.10400  0.459
H -1.22230 -2.72246 2.10100  0.478
C -4.10840 2.47194 0.21470  -1.191
Si -2.77160 3.73094 0.68860  0.212
C -3.44020 5.20614 1.66990  -1.099
C -1.87790 4.24264 -0.94740  -0.915
C -1.21850 2.98434 1.54550  0.671
C -0.34520 3.81234 2.25140  -0.186
C 0.92440 3.38434 2.59990  -0.785
C 1.34320 2.12494 2.17370  -0.455
N 0.52070 1.30234 1.55110  -0.368
C -0.74460 1.69014 1.28530  -0.033
S -1.70120 0.41984 0.60710  -0.208
H -4.90380 2.97894 -0.32410  0.364
H -4.54330 2.00244 1.09180  0.387
H -3.73710 1.68284 -0.43170  0.415
H -4.25430 5.67044 1.12010  0.359
H -2.69980 5.97904 1.84790  0.356
H -3.83840 4.89634 2.63230  0.392
H -2.53580 4.85874 -1.54760  0.488
H -1.62510 3.35594 -1.51960  0.043
H -0.97100 4.80354 -0.75170  0.371
H -0.66410 4.80734 2.51650  0.375
H 1.59500 4.01484 3.16020  0.442
H 2.35160 1.77604 2.34440  0.504
S 1.16370 -3.64096 -6.42280  0.266
N 1.44140 -4.32916 -4.99800  -0.663
C 1.27290 -3.43066 -4.03810  0.840
C 1.46270 -3.63226 -2.63680  0.429
C 1.87330 -4.84966 -2.08630  -0.367
C 2.09800 -4.91516 -0.72720  -1.052
C 1.90780 -3.77286 0.04450  0.016
N 1.47740 -2.62476 -0.45600  -0.393
C 1.24910 -2.53216 -1.77920  -0.053
C 0.83870 -1.25146 -2.30080  -0.181
N 0.64950 -0.25786 -1.41630  -0.222
C 0.39420 0.95924 -1.86630  -0.191
C 0.26610 1.26074 -3.21930  -0.998
C 0.38850 0.24714 -4.14650  -0.583
C 0.69380 -1.03956 -3.69240  0.251
C 0.90290 -2.15496 -4.56040  0.787
N 0.81530 -2.16806 -5.88430  -0.648
H 2.02510 -5.69366 -2.74220  0.576
H 2.43420 -5.82536 -0.25770  0.469
H 2.13370 -3.79016 1.09940  0.436
H 0.28920 1.74274 -1.12950  0.670
H 0.05660 2.27574 -3.51890  0.511
H 0.26420 0.41864 -5.20470  0.573

---

Record 5
Molecular formula: C4H8NO2
Method: DFT, ωB97M-V with the def2-TZVPD basis set

Summary:
Charge: +1
Structure (SMILES): C=CC[NH+]=C(O)O
Energy: -9854.5929 eV
Energy relative to the best compared isomer or geometry (same formula, charge and spin): 40.08 kcal/mol
Frontier orbital gap: 0.3641 hartree
HOMO level: -0.512 hartree

Each line ends with the Mulliken charge.
Element x y z (Å)
C 1.55306 -1.61793 0.72680  -0.715
C 0.36759 -1.46088 1.24521  -0.169
C -0.82175 -0.59217 0.75263  -0.474
N -0.27422 0.70900 0.30636  -0.168
C -0.44847 1.32639 -0.85206  0.763
O 0.48010 2.16672 -1.13143  -0.422
O -1.34294 0.95735 -1.63917  -0.381
H 2.18616 -2.29524 1.04615  0.374
H 1.81075 -1.14126 -0.23993  0.161
H 0.02477 -1.94694 2.17090  0.303
H -1.15988 -1.10326 -0.11155  0.283
H -1.67271 -0.44313 1.34672  0.456
H 0.32165 1.25986 0.83430  0.228
H 0.36174 2.79546 -1.92966  0.384
H -1.38585 1.38602 -2.52527  0.378

---

Record 6
Molecular formula: C3H8N2O
Method: DFT, ωB97M-V with the def2-TZVPD basis set

Summary:
Structure (SMILES): CNC(=O)CN
Energy: -8267.5077 eV
Energy relative to the best compared isomer or geometry (same formula, charge and spin): 41.93 kcal/mol
Frontier orbital gap: 0.3725 hartree
HOMO level: -0.340 hartree

Each line ends with the Mulliken charge.
Element x y z (Å)
C 0.25763 1.42010 -1.83331  -0.763
N -0.12223 0.29565 -0.91707  -0.212
C 0.35916 0.29928 0.40429  0.479
O 1.02160 1.32210 0.75746  -0.655
C -0.38075 -0.56036 1.45358  -0.263
N -0.27112 -1.95235 1.02965  -0.505
H -0.57592 1.46581 -2.62083  0.269
H 1.18021 1.23439 -2.36898  0.270
H 0.63959 2.24111 -1.17674  0.291
H -0.65702 -0.52528 -1.13488  0.244
H 0.08493 -0.21181 2.51728  0.220
H -1.37251 -0.08005 1.46396  0.259
H -0.78107 -2.63913 1.54895  0.188
H 0.61749 -2.30946 0.87664  0.178